Molecular formula: C43H65NO6PS2SeW
Method: DFT, ωB97M-V/def2-TZVPD

Values from the calculation:
- spin multiplicity = 1
- molar mass (Da) = 1049.90
- Kohn-Sham gap (hartree) = 0.2068
- E_LUMO (eV) = -10.2749
- maximum force (eV/A) = 0.7
- charge = +3

```
120
Properties=species:S:1:pos:R:3:forces:R:3:mulliken_charge:R:1
W 0.571671 0.227081 -1.534103 0.1218 0.6027 0.2543 -0.69
C -3.804112 -3.982507 3.785016 -0.0015 -0.0004 -0.0086 -2.15
C -2.305033 -3.710239 3.658872 -0.0009 -0.0035 0.0016 1.83
C -1.837612 -2.946084 4.908654 0.0027 -0.0001 0.0021 -1.65
C -1.561636 -5.052190 3.564200 0.0063 0.0071 0.0077 -1.66
C -1.972873 -2.883071 2.420730 -0.1032 -0.0218 -0.0027 -0.92
C -0.651093 -2.486704 2.198942 0.1360 -0.0231 0.0540 -0.78
C -0.362853 -1.734235 1.086639 0.0069 0.0400 -0.0576 1.15
Se 1.367909 -1.013507 0.737513 -0.0487 -0.0817 0.0463 0.34
C 1.249187 0.611646 1.752771 -0.0633 0.0330 -0.0436 0.56
C 1.443799 0.632474 3.113564 0.0182 -0.0848 0.0317 -1.02
C 1.190351 1.815821 3.813605 -0.0096 0.0493 0.0356 -0.39
C 0.753657 2.923984 3.090802 0.0231 -0.0069 0.0086 -0.13
C 0.565036 2.948047 1.704162 0.0868 0.0249 -0.0545 -0.82
C 0.842356 1.747974 1.064270 0.1385 -0.0786 0.0385 -0.07
O 0.689978 1.569787 -0.302290 -0.3753 -0.2675 -0.2320 0.98
C 0.074210 4.188008 0.954613 0.0010 0.0205 0.0138 2.33
C 1.114393 4.606178 -0.095469 0.0057 0.0019 0.0149 -1.62
C -1.272134 3.869136 0.282547 0.0300 0.0146 0.0013 -1.46
C -0.136739 5.369062 1.905349 -0.0116 -0.0129 0.0067 -2.40
C 1.367577 1.833959 5.329614 -0.0001 -0.0039 0.0080 1.99
C 2.814304 1.443198 5.668773 0.0037 -0.0028 -0.0093 -1.65
C 1.078215 3.211408 5.926159 -0.0061 0.0063 -0.0091 -2.15
C 0.396935 0.814099 5.947796 -0.0008 0.0025 0.0025 -1.65
C -1.348610 -1.377541 0.171228 0.0278 -0.1334 -0.1793 -0.51
O -0.910517 -0.675135 -0.943116 -0.0245 0.2856 0.1856 1.42
C -2.685184 -1.718334 0.352947 0.0021 0.0088 -0.0216 -0.75
C -2.938471 -2.482117 1.499425 0.0245 0.0267 0.0099 -0.01
C -3.810030 -1.233665 -0.568715 -0.0395 -0.0321 0.0401 2.18
C -3.896093 0.297374 -0.446585 -0.0027 0.0026 0.0014 -1.46
C -5.167057 -1.818058 -0.160653 0.0473 -0.0102 0.0069 -2.39
C -3.549503 -1.639166 -2.026332 0.0256 0.0283 -0.0028 -1.19
H -3.985483 -4.567789 4.685919 0.0010 0.0036 -0.0069 0.44
H -4.188201 -4.560730 2.941941 0.0033 0.0096 0.0117 0.44
H -4.381153 -3.059339 3.874174 0.0052 -0.0144 0.0007 0.42
H -2.117760 -3.504599 5.802111 0.0082 0.0031 -0.0106 0.52
H -2.304090 -1.960316 4.966718 0.0027 -0.0148 0.0028 0.37
H -0.752807 -2.819774 4.934172 -0.0196 0.0064 -0.0065 0.37
H -1.763762 -5.647234 4.455405 -0.0017 0.0060 -0.0137 0.46
H -0.479675 -4.916584 3.498486 -0.0160 -0.0051 0.0035 0.33
H -1.891606 -5.624282 2.694839 0.0075 0.0082 0.0113 0.37
H 0.129440 -2.752268 2.900930 -0.0101 0.0053 -0.0088 0.68
H 1.756401 -0.260330 3.641033 -0.0062 0.0020 -0.0178 0.50
H 0.547921 3.831913 3.634439 -0.0023 0.0000 0.0035 0.80
H 1.302217 3.826694 -0.834944 0.0005 0.0045 -0.0061 0.21
H 2.063597 4.863709 0.378070 -0.0060 -0.0046 -0.0043 0.36
H 0.758326 5.490975 -0.625684 0.0022 -0.0075 0.0031 0.49
H -1.181230 3.096789 -0.482802 -0.0135 -0.0045 -0.0019 0.03
H -1.660676 4.768555 -0.197880 0.0078 -0.0052 0.0053 0.53
H -2.007603 3.541241 1.019422 0.0038 -0.0008 -0.0106 0.37
H 0.781516 5.644204 2.426923 -0.0130 0.0054 -0.0103 0.48
H -0.915638 5.166945 2.642741 0.0214 0.0003 -0.0026 0.44
H -0.454992 6.235862 1.326206 -0.0036 -0.0105 0.0033 0.45
H 3.526758 2.128926 5.206157 -0.0063 -0.0030 0.0135 0.37
H 3.053480 0.427000 5.348102 -0.0005 0.0155 -0.0061 0.31
H 2.960952 1.484759 6.748201 -0.0041 -0.0057 -0.0078 0.48
H 1.745136 3.978382 5.526225 -0.0084 -0.0099 0.0086 0.46
H 1.236663 3.173719 7.003497 -0.0056 0.0001 -0.0098 0.44
H 0.043586 3.520290 5.761524 0.0167 -0.0006 0.0020 0.41
H 0.600573 -0.204320 5.608157 -0.0046 0.0163 -0.0006 0.37
H -0.638880 1.058994 5.703375 0.0144 -0.0042 0.0076 0.35
H 0.499013 0.822745 7.033440 0.0007 0.0001 -0.0121 0.50
H -3.958374 -2.774423 1.683427 -0.0389 -0.0086 0.0002 0.79
H -4.157671 0.588190 0.572446 0.0125 -0.0023 -0.0104 0.38
H -4.676355 0.672539 -1.111169 0.0060 -0.0055 0.0097 0.45
H -2.959619 0.785693 -0.717842 -0.0169 0.0027 0.0030 0.11
H -5.458421 -1.520794 0.847534 0.0070 -0.0069 -0.0043 0.47
H -5.181419 -2.907671 -0.227555 0.0012 0.0110 0.0107 0.47
H -5.930454 -1.437799 -0.839215 0.0134 -0.0035 -0.0008 0.45
H -2.684028 -1.129667 -2.451141 -0.0409 -0.0284 0.0007 -0.13
H -4.413973 -1.367663 -2.633140 0.0043 -0.0031 0.0041 0.61
H -3.413563 -2.719664 -2.114327 -0.0045 0.0106 -0.0036 0.33
C 2.539496 -3.795306 -0.778153 -0.0237 -0.0396 -0.0388 -1.41
C 2.610079 -3.103016 -2.139507 -0.0087 0.0163 0.0079 -0.93
P 1.175329 -2.121708 -2.684716 -0.0359 0.1158 0.1640 1.37
C 1.457585 -1.785554 -4.471389 -0.0183 -0.0497 -0.0043 -0.14
C 2.382398 -2.755671 -5.210218 0.0093 -0.0313 0.0062 -1.42
C -0.288901 -3.189250 -2.548298 0.0208 0.0071 -0.0337 -0.11
C -0.132171 -4.564837 -3.199546 0.0173 -0.0009 -0.0168 -1.46
H 3.204723 -4.657647 -0.783937 -0.0092 -0.0046 0.0014 0.53
H 1.537112 -4.164776 -0.551751 0.0141 0.0049 0.0000 0.30
H 2.863183 -3.151268 0.033219 0.0185 0.0103 0.0140 0.23
H 2.674241 -3.863193 -2.921839 0.0056 0.0064 -0.0185 0.71
H 3.507873 -2.491857 -2.252007 -0.0086 0.0209 0.0553 0.36
H 1.831903 -0.768558 -4.562401 0.0497 0.0005 0.0103 0.10
H 0.458655 -1.785993 -4.916471 -0.0033 0.0473 -0.0019 0.48
H 3.396506 -2.742880 -4.811321 -0.0093 0.0063 -0.0192 0.32
H 2.439790 -2.448851 -6.254175 -0.0153 -0.0036 0.0071 0.48
H 2.020180 -3.782137 -5.193204 0.0148 0.0097 0.0050 0.31
H -1.107050 -2.630227 -3.010176 0.0046 0.0095 0.0058 0.29
H -0.539342 -3.280649 -1.488843 -0.0039 -0.0196 0.0099 0.16
H 0.139257 -4.488848 -4.251860 -0.0237 -0.0055 0.0065 0.31
H -1.081672 -5.095946 -3.149293 0.0049 0.0023 0.0194 0.46
H 0.613473 -5.175107 -2.689849 0.0008 0.0074 -0.0191 0.32
C 4.701383 0.852453 -3.053325 0.0181 0.0423 0.0137 -0.87
S 3.877861 1.180918 -1.507084 0.0711 -0.0208 0.3286 0.67
C 4.949644 0.257617 -0.419718 -0.0155 0.0400 0.0033 -0.95
O 2.627423 0.224835 -1.552172 -0.0244 -0.0640 -0.4931 -0.51
H 5.741014 1.158563 -2.922174 -0.0158 0.0250 -0.0203 0.59
H 4.235692 1.451913 -3.829722 -0.0072 -0.0284 0.0229 0.23
H 4.647598 -0.214355 -3.266758 0.0002 0.0011 0.0297 0.20
H 5.863842 0.843466 -0.305364 -0.0017 -0.0218 -0.0133 0.56
H 5.170164 -0.727743 -0.826080 -0.0238 -0.0036 -0.0044 0.34
H 4.454590 0.187741 0.548196 0.0071 0.0265 -0.0022 0.19
O 2.401138 2.810600 -3.042146 0.0795 0.0485 -0.0997 -0.64
C 1.381662 2.475099 -3.574050 0.2566 -0.3167 -0.1550 0.45
N 0.866432 1.124278 -3.469127 -0.2395 0.0752 0.1995 -0.19
S -0.743714 1.211228 -3.815103 0.0627 0.1654 -0.3563 1.21
O -1.151639 1.298434 -2.362993 -0.0535 -0.4779 0.0416 -0.38
O -1.296148 0.113924 -4.527953 0.0324 0.0271 0.0427 -0.66
C -0.759907 2.732956 -4.627578 0.0313 0.0359 0.1728 0.29
C -1.755541 3.325504 -5.377011 -0.0299 -0.0632 0.0146 -0.76
C -1.460905 4.581800 -5.896854 0.0411 0.0448 -0.0095 -0.69
C -0.229573 5.191292 -5.660869 -0.0293 0.0156 -0.0238 -0.58
C 0.761068 4.570448 -4.904355 -0.0181 0.0080 -0.0153 -0.70
C 0.481193 3.318868 -4.391317 -0.0768 -0.0144 0.0510 -0.08
H -2.706700 2.842010 -5.554565 0.0016 0.0191 0.0005 0.57
H -2.200571 5.093643 -6.497563 -0.0013 -0.0073 0.0033 0.47
H -0.037476 6.168161 -6.084323 -0.0022 -0.0058 -0.0001 0.47
H 1.720645 5.040061 -4.735099 -0.0009 -0.0133 0.0084 0.58
```
Positions in Å, forces in eV/Å.

=====

Molecular formula: C3H14N2O3
Method: DFT, ωB97M-V/def2-TZVPD

Values from the calculation:
- spin multiplicity = 1
- molar mass (Da) = 126.16
- Kohn-Sham gap (hartree) = 0.3507
- E_LUMO (eV) = 0.4643
- maximum force (eV/A) = 2.9
- SMILES string = NC[C@H](N)CO.O.O
- charge = 0

```
22
Properties=species:S:1:pos:R:3:forces:R:3:nbo_charge:R:1
N -1.039094 1.265663 0.110618 -0.4842 0.2040 0.5077 -0.88
C -0.538079 1.314233 1.487961 0.2919 0.0107 -0.1884 -0.23
C -0.229137 -0.074718 2.041698 -0.1327 -0.0914 1.4063 -0.09
N 0.655573 -0.844410 1.170552 -0.2026 0.3754 -0.2201 -0.84
C -1.491579 -0.797466 2.504836 -1.2272 -0.6468 -2.5505 -0.07
O -2.619224 -0.716832 1.570409 0.3561 0.2917 -0.1204 -0.77
H -0.720344 2.050598 -0.438973 -0.0228 -0.2901 -0.1214 0.38
H -0.855802 0.381826 -0.331998 0.2909 0.0447 -0.4365 0.37
H 0.372829 1.904167 1.539798 0.2548 0.1445 0.0005 0.18
H -1.264012 1.804427 2.141544 -0.0606 -0.0976 0.0069 0.19
H 0.298999 0.063513 2.998442 0.1031 0.2938 -0.1660 0.19
H 0.644779 -0.432638 0.246385 0.2398 -0.2940 -0.0432 0.37
H 0.359816 -1.806437 1.071500 -0.1025 0.0250 0.0505 0.36
H -1.919149 -0.449849 3.434998 0.4949 0.0074 0.4879 0.18
H -1.297829 -1.873173 2.454270 0.2708 0.0174 0.9922 0.17
H -2.423432 -0.121992 0.825153 -0.0349 -0.0213 0.4960 0.48
O 0.155203 -1.261192 -1.793631 0.1202 -0.3922 -0.2862 -0.95
H -0.139998 -1.138892 -2.702748 -0.0338 0.1230 0.0345 0.48
H 0.580046 -2.132367 -1.814531 -0.1125 0.3022 0.1412 0.48
O 3.451224 0.876810 -5.550727 0.0242 -0.0229 -0.3547 -0.94
H 3.905499 1.009213 -4.715183 0.1517 0.0327 -0.0485 0.47
H 4.113709 0.979510 -6.250374 -0.1843 -0.0161 0.4123 0.47
```
Positions in Å, forces in eV/Å.

=====

Q: What is the Kohn-Sham gap in the second record?
A: 0.3507 hartree